*1*
C40H50F30O20 | wB97M-V/def2-TZVPD

Cartesian coordinates (Å):
C: 1.39116 -5.95136 -3.37135
C: 2.00840 -4.69002 -2.89618
O: 3.23060 -5.15248 -2.24339
C: 4.11090 -4.17921 -1.98011
O: 4.01778 -3.02459 -2.09753
C: 5.44325 -4.83173 -1.61080
F: 6.21456 -3.97242 -0.97684
F: 5.22657 -5.84268 -0.77298
F: 6.01065 -5.22924 -2.74077
H: 0.62121 -5.67726 -4.12262
H: 0.86867 -6.34115 -2.51283
H: 2.08589 -6.59561 -3.80809
H: 1.36411 -4.15241 -2.14885
H: 2.26530 -4.02668 -3.64475
C: -8.94414 -1.80130 0.64657
C: -8.15438 -2.35897 -0.51585
O: -7.08569 -1.38396 -0.68558
C: -6.55809 -1.04861 -1.88614
O: -6.91540 -1.41451 -2.97753
C: -5.56498 0.08160 -1.57049
F: -6.24250 1.13683 -1.17157
F: -4.66215 -0.32285 -0.62877
F: -4.86895 0.39566 -2.64177
H: -9.75105 -2.44105 1.04096
H: -9.31132 -0.78035 0.37691
H: -8.24164 -1.64899 1.44275
H: -8.69851 -2.44374 -1.45110
H: -7.71042 -3.30488 -0.29418
C: -1.92107 -3.37716 -2.55994
C: -1.73892 -3.78254 -1.07133
O: -3.07325 -3.85768 -0.44478
C: -3.02707 -3.83876 0.88161
O: -2.11296 -3.88505 1.64863
C: -4.48957 -3.80929 1.40757
F: -4.54604 -4.34264 2.65402
F: -4.78901 -2.52765 1.56706
F: -5.37080 -4.44071 0.59366
H: -0.97239 -3.24057 -3.07117
H: -2.45383 -2.41576 -2.58719
H: -2.58859 -4.12369 -3.02665
H: -1.12729 -3.08033 -0.51628
H: -1.23424 -4.71818 -0.94370
C: 4.49672 -0.23171 1.10928
C: 3.37833 -1.30383 0.98900
O: 2.16296 -0.57693 0.66180
C: 1.21129 -1.21713 0.06207
O: 1.21517 -2.34185 -0.30417
C: -0.03562 -0.22740 -0.27463
F: -1.19106 -0.81176 0.06160
F: 0.07343 0.92785 0.24152
F: -0.05576 -0.10761 -1.66501
H: 4.42932 0.12479 2.10015
H: 4.40001 0.52548 0.36025
H: 5.45310 -0.71341 0.94211
H: 3.18889 -1.81477 1.92991
H: 3.46848 -2.07554 0.24330
C: 6.57344 -0.10650 5.79362
C: 5.73217 0.37328 4.62464
O: 6.01435 1.76148 4.35824
C: 5.35531 2.73251 5.06123
O: 4.47996 2.60671 5.84131
C: 5.94114 4.09344 4.55369
F: 5.47021 4.51958 3.35315
F: 5.60065 4.98388 5.50415
F: 7.22847 4.05800 4.39524
H: 7.63789 -0.09411 5.49618
H: 6.25994 -1.05615 6.12353
H: 6.49400 0.65281 6.60919
H: 4.63996 0.26644 4.77341
H: 6.02641 -0.09719 3.68065
C: -2.90938 -1.12311 6.05952
C: -2.25153 -1.17521 4.73409
O: -0.95006 -0.62630 4.74662
C: 0.16396 -1.31850 4.51289
O: 0.31938 -2.47683 4.43540
C: 1.29202 -0.41596 4.86502
F: 1.21283 -0.14804 6.20569
F: 2.48374 -0.97245 4.64587
F: 1.17139 0.77805 4.21842
H: -2.70009 -0.25616 6.61427
H: -2.65273 -1.95521 6.63455
H: -4.02832 -1.13487 5.91963
H: -2.80933 -0.53477 4.03172
H: -2.29843 -2.16887 4.45219
C: -3.15062 7.75617 3.41780
C: -3.78611 6.98587 2.31174
O: -4.65675 7.93680 1.59915
C: -4.86760 7.56613 0.35417
O: -4.60922 6.52258 -0.14815
C: -5.51863 8.76502 -0.39393
F: -6.25926 9.42637 0.51020
F: -4.71617 9.57898 -0.99986
F: -6.33068 8.26400 -1.33973
H: -3.87157 8.11044 4.16774
H: -2.52494 8.57865 3.02907
H: -2.41476 7.10503 3.96470
H: -4.45935 6.11072 2.60951
H: -3.05201 6.56223 1.59039
C: 2.42043 1.48114 -3.77117
C: 2.12328 0.21203 -4.64224
O: 0.68900 0.42278 -4.96575
C: -0.02464 -0.52817 -5.50462
O: 0.31257 -1.65435 -5.75030
C: -1.45397 -0.06067 -5.90576
F: -1.30818 0.98115 -6.81050
F: -2.11731 -0.98212 -6.59346
F: -2.17156 0.29074 -4.88464
H: 1.78261 1.41001 -2.91803
H: 1.99689 2.40166 -4.34424
H: 3.43391 1.60195 -3.48495
H: 2.25318 -0.66162 -4.08891
H: 2.60695 0.19998 -5.62123
C: -2.97597 3.41454 -0.63764
C: -3.02324 2.28987 0.33408
O: -2.06423 2.56358 1.46337
C: -2.61227 2.90652 2.59243
O: -3.76716 2.97374 2.83652
C: -1.56596 3.27591 3.62312
F: -1.71061 2.64859 4.80075
F: -0.30621 3.07338 3.24189
F: -1.82630 4.56779 3.89738
H: -1.95080 3.67415 -0.81066
H: -3.48861 4.28593 -0.24213
H: -3.54624 3.25184 -1.61727
H: -2.73160 1.36597 -0.11132
H: -3.97167 2.07176 0.80084
C: 4.65652 -1.84687 -6.58157
C: 4.78882 -2.43117 -5.16306
O: 6.05230 -2.07307 -4.47969
C: 6.02793 -0.89126 -3.94398
O: 5.06643 -0.25462 -3.61084
C: 7.54919 -0.42547 -3.81781
F: 8.22920 -0.52864 -4.96729
F: 7.63135 0.82951 -3.42142
F: 8.16659 -1.19727 -2.90290
H: 5.38979 -2.21679 -7.24647
H: 4.68553 -0.77117 -6.64019
H: 3.77589 -2.16180 -7.08993
H: 4.83595 -3.50764 -5.15014
H: 3.96247 -2.15095 -4.53295

Summary:
2S+1: 1
Lowest unoccupied orbital energy: 0.4 eV
HOMO-LUMO gap: 11.7 eV
Net charge: 0
Structure (SMILES): CCOC(=O)C(F)(F)F.CCOC(=O)C(F)(F)F.CCOC(=O)C(F)(F)F.CCOC(=O)C(F)(F)F.CCOC(=O)C(F)(F)F.CCOC(=O)C(F)(F)F.CCOC(=O)C(F)(F)F.CCOC(=O)C(F)(F)F.CCOC(=O)C(F)(F)F.CCOC(=O)C(F)(F)F

***

*2*
C40H50F30O20 | wB97M-V/def2-TZVPD

Cartesian coordinates (Å):
C: -6.56270 -2.38743 -2.42000
C: -7.23666 -1.06740 -2.12558
O: -6.69092 -0.08671 -3.05235
C: -7.37062 1.09453 -3.17613
O: -8.46141 1.31748 -2.73286
C: -6.53148 2.17755 -3.88904
F: -7.27695 2.51458 -4.95310
F: -6.37266 3.23601 -3.12261
F: -5.28223 1.78219 -4.23877
H: -6.84551 -3.13291 -1.67678
H: -5.49254 -2.19697 -2.33902
H: -6.92807 -2.53768 -3.43590
H: -6.94411 -0.69066 -1.14548
H: -8.31269 -1.16509 -2.26945
C: -4.59372 -2.60840 10.57682
C: -3.42093 -3.46735 11.07539
O: -2.34891 -2.61173 11.47434
C: -1.52633 -2.13582 10.62265
O: -1.47006 -2.38509 9.37835
C: -0.42672 -1.25251 11.28796
F: -0.80925 -0.82255 12.48443
F: 0.67263 -1.96192 11.56531
F: -0.07346 -0.28607 10.49212
H: -5.44461 -3.25372 10.35857
H: -4.30549 -2.01402 9.70979
H: -4.83318 -1.92260 11.38948
H: -3.06946 -4.14103 10.29390
H: -3.72270 -4.11336 11.89983
C: -8.75464 2.10336 5.26977
C: -8.73453 2.66637 6.70427
O: -9.98212 2.35497 7.34118
C: -10.29482 2.98217 8.55092
O: -9.71599 3.98959 8.97977
C: -11.57049 2.44185 9.22237
F: -11.33528 1.75742 10.32347
F: -12.36464 3.45216 9.49325
F: -12.23883 1.61180 8.40840
H: -8.72307 1.02489 5.42475
H: -7.95412 2.42702 4.60456
H: -9.64562 2.43990 4.73968
H: -8.50928 3.73279 6.69320
H: -7.87147 2.30246 7.26176
C: 2.10130 4.54484 3.69044
C: 3.36518 4.09641 2.95515
O: 3.69216 2.71614 3.12258
C: 4.75790 2.17101 2.39537
O: 5.42623 2.74618 1.47247
C: 5.01328 0.73523 2.83666
F: 4.17094 0.29801 3.76927
F: 4.90566 -0.10145 1.78240
F: 6.25882 0.63209 3.28224
H: 2.32048 4.56654 4.75795
H: 1.17132 4.00156 3.52286
H: 1.94901 5.55972 3.32312
H: 4.25328 4.68356 3.18892
H: 3.13713 4.22497 1.89705
C: -2.91765 9.13602 -0.21231
C: -1.98305 10.19784 -0.87422
O: -1.65085 9.91810 -2.23743
C: -0.71315 8.99204 -2.52083
O: -0.02842 8.38175 -1.73531
C: -0.55908 8.78564 -4.05347
F: -1.23954 7.76057 -4.54352
F: -0.87648 9.93133 -4.67756
F: 0.70534 8.57587 -4.41148
H: -2.54033 8.12163 -0.34166
H: -3.94529 9.18269 -0.57269
H: -3.12147 9.21517 0.85555
H: -1.01374 10.20186 -0.37570
H: -2.41814 11.15778 -0.59608
C: -0.73508 -8.08945 -11.72713
C: -1.70009 -7.02890 -11.26219
O: -1.12759 -6.33819 -10.11132
C: -1.92892 -5.57379 -9.33103
O: -3.10633 -5.41017 -9.58080
C: -1.25912 -5.00896 -8.07830
F: -1.51815 -5.85012 -7.12707
F: 0.04980 -4.94836 -8.23427
F: -1.72600 -3.80843 -7.67816
H: 0.23981 -7.72716 -12.05337
H: -1.27825 -8.61972 -12.50935
H: -0.51192 -8.79621 -10.92789
H: -2.68217 -7.48980 -11.15637
H: -1.83796 -6.35833 -12.11037
C: 13.06820 -2.44456 0.95772
C: 12.06642 -1.66431 0.11381
O: 11.23374 -2.50679 -0.58371
C: 10.75400 -2.17734 -1.84850
O: 11.03574 -1.11402 -2.42076
C: 9.80898 -3.16123 -2.58569
F: 9.86817 -4.31984 -1.97444
F: 8.57058 -2.72970 -2.59213
F: 10.25814 -3.32677 -3.85445
H: 13.84063 -1.79792 1.37403
H: 13.64036 -3.16260 0.37021
H: 12.49863 -3.02195 1.68595
H: 12.68512 -1.04808 -0.53855
H: 11.56639 -0.89843 0.70669
C: -0.91080 -8.17201 0.59623
C: -1.33736 -9.13488 1.73667
O: -2.36712 -8.39907 2.47065
C: -3.69161 -8.55641 2.14169
O: -4.07714 -9.05810 1.07310
C: -4.63805 -8.08110 3.28359
F: -4.87353 -6.77783 3.18382
F: -5.76283 -8.83092 3.22574
F: -4.12565 -8.25902 4.52635
H: -1.68434 -8.10779 -0.16900
H: -0.10769 -8.64864 0.03415
H: -0.63258 -7.17175 0.92815
H: -0.42488 -9.24737 2.32217
H: -1.69124 -10.09124 1.35164
C: 9.39515 5.46019 -4.48745
C: 8.28551 5.30784 -5.51973
O: 8.34058 4.10328 -6.23840
C: 8.97949 3.97482 -7.48013
O: 9.63592 4.90011 -7.93792
C: 8.87577 2.58476 -8.15008
F: 8.12182 1.76910 -7.39070
F: 8.25491 2.74260 -9.27489
F: 10.07927 2.06366 -8.41663
H: 9.39603 6.42231 -3.97519
H: 10.34536 5.29571 -4.99554
H: 9.37857 4.63317 -3.77762
H: 8.26726 6.18537 -6.16605
H: 7.37824 5.50589 -4.94899
C: 2.15636 0.99986 -2.86324
C: 1.00296 1.57227 -2.04178
O: 0.67484 0.58878 -1.08154
C: -0.30523 0.79743 -0.25420
O: -1.08884 1.75120 -0.20035
C: -0.49319 -0.29050 0.82118
F: -0.55680 0.25611 2.03737
F: -1.56140 -1.03515 0.57245
F: 0.46931 -1.17065 0.87952
H: 1.71558 0.28995 -3.56313
H: 2.88515 0.52011 -2.20994
H: 2.61936 1.80649 -3.43165
H: 0.20294 1.81380 -2.74159
H: 1.25159 2.50758 -1.54031

Summary:
2S+1: 1
Lowest unoccupied orbital energy: 0.2 eV
HOMO-LUMO gap: 11.4 eV
Net charge: 0
Structure (SMILES): CCOC(=O)C(F)(F)F.CCOC(=O)C(F)(F)F.CCOC(=O)C(F)(F)F.CCOC(=O)C(F)(F)F.CCOC(=O)C(F)(F)F.CCOC(=O)C(F)(F)F.CCOC(=O)C(F)(F)F.CCOC(=O)C(F)(F)F.CCOC(=O)C(F)(F)F.CCOC(=O)C(F)(F)F

***

Stability check: which of them is most stable? *1*.

***

*1*
C3H7OS | wB97M-V/def2-TZVPD

Cartesian coordinates (Å):
O: -0.39793 -1.01787 1.89162
C: 0.44379 -0.05102 1.50199
C: 0.12155 0.54183 0.06944
C: -0.63869 -0.46996 -0.76811
S: -0.23649 -0.56432 -2.52553
H: 1.52532 -0.35326 1.45871
H: 0.41545 0.84357 2.17318
H: -0.50827 1.41677 0.21697
H: 1.04320 0.83285 -0.42475
H: -1.70384 -0.32447 -0.59793
H: -0.47108 -1.45775 -0.34929
H: 0.40698 0.60363 -2.64630

Summary:
2S+1: 1
Lowest unoccupied orbital energy: 3.4 eV
HOMO-LUMO gap: 5.7 eV
Net charge: -1
Structure (SMILES): [O-]CCCS

***

*2*
C3H7OS | wB97M-V/def2-TZVPD

Cartesian coordinates (Å):
C: -1.58630 -1.30568 0.12246
S: -0.02817 -1.46096 -0.82851
H: -1.84507 -2.28566 0.53997
H: -1.51051 -0.60429 0.95234
H: -2.42227 -0.99869 -0.51138
O: -0.33412 1.81579 1.20036
C: 0.63870 1.16714 0.89058
C: 1.53562 1.54765 -0.24869
H: 0.94027 0.27251 1.46891
H: 1.05899 1.22811 -1.17844
H: 2.49708 1.03003 -0.21583
H: 1.65290 2.63570 -0.33100

Summary:
2S+1: 1
Lowest unoccupied orbital energy: 4.1 eV
HOMO-LUMO gap: 6.5 eV
Net charge: -1

***

Stability check: which of them is most stable? *2*.